The following is a quantum chemistry calculation of an isolated ion of composition C4H10N2O and charge +1 in a non-equilibrium geometry, from the OMol25 dataset.

Computed properties:
- Charge: +1
- Multiplicity: 2
- Energy above the lowest of the compared OMol25 structures with the same formula, charge and spin: 3.296 eV
- Electronic energy: -9326.63288 eV
- LUMO energy (alpha / beta): -0.117 / -0.329 Ha
- HOMO (alpha / beta): -14.618 / -14.080 eV
- <S²>: 0.76

The geometry in XYZ format:
```
17
Properties=species:S:1:pos:R:3:mulliken_spin:R:1
C -0.21337 0.70681 2.25915 -0.0330
N -0.74107 0.41024 1.03628 0.2380
C -0.98221 -0.69664 0.15608 0.0690
C 0.17334 -0.99939 -0.92548 0.0966
N 0.68176 0.22923 -1.60486 0.4973
C 0.38851 0.26169 -3.07306 -0.0010
O 0.64340 0.10780 2.93174 0.0830
H -0.63753 1.63852 2.66836 0.0037
H -0.70189 1.28953 0.51921 -0.0047
H -1.92866 -0.56750 -0.21427 0.0128
H -0.93326 -1.37408 1.09997 -0.0072
H 0.90602 -1.45456 -0.26297 0.0038
H -0.22881 -1.60311 -1.66316 0.0027
H 1.65528 0.31227 -1.78096 -0.0026
H 0.98465 -0.50972 -3.62767 0.0297
H 0.67778 1.25501 -3.43920 0.0070
H -0.72316 0.04010 -3.27327 0.0049
```

The following is a quantum chemistry calculation of one molecule with the formula CH6NOP in a non-equilibrium geometry, from the OMol25 dataset.

Computed properties:
- Charge: 0
- Energy above the lowest of the compared OMol25 structures with the same formula, charge and spin: 1.249 eV
- Electronic energy: -13960.25545 eV
- LUMO energy: 0.036 Ha
- HOMO: -9.128 eV
- SMILES string: CP(N)O

The geometry in XYZ format:
```
10
Properties=species:S:1:pos:R:3:lowdin_charge:R:1
C 0.28452 1.17162 -0.70590 -0.3302
P 0.43890 0.31713 0.92535 0.8124
N -0.87603 -1.11389 0.63728 -0.2020
O 1.44451 -0.90495 0.44426 -0.4063
H 0.16100 2.29452 -0.54680 0.0355
H -0.63661 0.69558 -1.32565 0.0878
H 1.22628 1.02762 -1.17404 -0.0035
H -1.87665 -1.01436 0.54363 -0.0015
H -0.87344 -1.81982 1.37161 0.0063
H 0.83574 -1.48855 -0.01559 0.0015
```

The following is a quantum chemistry calculation of C36H50FN7O6V as an isolated structure, from the OMol25 dataset.

Computed properties:
- Charge: +2
- Multiplicity: 4
- Energy above the lowest of the compared OMol25 structures with the same formula, charge and spin: 0.395 eV
- Electronic energy: -89254.95424 eV
- LUMO energy (alpha / beta): -0.164 / -0.164 Ha
- HOMO (alpha / beta): -10.787 / -12.413 eV
- <S²>: 3.76

The geometry in XYZ format:
```
101
Properties=species:S:1:pos:R:3:mulliken_spin:R:1
V -2.14401 -0.41702 -0.26096 2.8452
C -5.40392 -0.29603 4.33836 0.0000
N -5.91273 -0.25549 2.97481 -0.0005
C -7.33991 -0.01247 2.80376 -0.0002
C -5.05583 -0.31284 1.94138 -0.0016
O -3.84187 -0.43071 2.05583 0.0186
C -5.65179 -0.20484 0.55112 0.0086
O -4.60390 -0.33636 -0.38992 0.0107
C -5.14262 -0.28049 -1.69660 -0.0036
C -4.01713 -0.50554 -2.68037 0.0146
O -2.85983 -0.54858 -2.25088 0.0145
N -4.29999 -0.66156 -3.97194 0.0091
C -5.64674 -0.56331 -4.52207 -0.0009
C -3.22402 -0.93290 -4.91959 0.0014
H -6.00093 -0.99475 4.92291 0.0001
H -5.46240 0.69035 4.80321 0.0002
H -4.37040 -0.62421 4.32622 -0.0002
H -7.85732 -0.39307 3.68170 0.0000
H -7.74178 -0.54579 1.94624 -0.0001
H -7.57119 1.05066 2.70755 0.0000
H -6.16395 0.75989 0.44515 0.0003
H -6.38698 -0.99778 0.38008 -0.0004
H -5.60986 0.69481 -1.88237 -0.0017
H -5.91358 -1.04809 -1.81600 -0.0010
H -6.35394 -0.19985 -3.78443 0.0001
H -5.97974 -1.53733 -4.88154 0.0000
H -5.64450 0.13981 -5.35467 0.0003
H -2.35551 -1.29333 -4.38036 -0.0010
H -2.96471 -0.03019 -5.47418 0.0000
H -3.56930 -1.69442 -5.61756 0.0003
F 4.33757 1.49041 -1.14027 -0.0001
C 3.87132 0.21760 -1.04119 0.0006
C 2.53328 0.01114 -0.95035 0.0052
C 2.03639 -1.28658 -0.77905 -0.0076
C 0.58758 -1.49731 -0.67810 -0.0418
O -0.15262 -0.48822 -0.77310 0.0199
C 0.15714 -2.83704 -0.48433 0.0366
C 1.11292 -3.81742 -0.44805 0.0115
N 2.43983 -3.63189 -0.52227 0.0062
C 3.34565 -4.76664 -0.49021 -0.0006
C 3.07593 -5.86033 0.48881 -0.0002
C 4.23609 -4.92929 0.70478 0.0004
C 2.93776 -2.34538 -0.70006 -0.0008
C 4.31691 -2.11581 -0.83927 -0.0001
C 4.80489 -0.83835 -1.00741 -0.0005
N 6.19563 -0.63518 -1.15761 0.0008
C 6.77536 0.46744 -1.89542 0.0001
C 7.25682 1.58877 -0.99451 0.0000
N 8.21371 0.99874 0.02867 0.0000
C 7.57712 -0.13864 0.80648 0.0000
C 7.10941 -1.19154 -0.18273 0.0005
C -1.27334 -3.33534 -0.32099 0.0113
O -1.45823 -4.53904 -0.31965 0.0120
O -2.17809 -2.43241 -0.17934 -0.0211
H 1.84565 0.84490 -0.98590 -0.0011
H 0.77071 -4.83964 -0.34491 0.0004
H 3.73670 -5.04423 -1.46108 0.0000
H 3.26806 -6.87189 0.16424 0.0000
H 2.22833 -5.74339 1.14885 0.0001
H 5.23789 -5.30063 0.53776 0.0001
H 4.12788 -4.19841 1.49519 0.0000
H 5.00315 -2.94900 -0.85719 0.0000
H 6.07754 0.86794 -2.62393 0.0000
H 7.63247 0.07716 -2.46013 0.0000
H 6.44817 2.03278 -0.41980 0.0000
H 7.80515 2.36173 -1.52976 0.0000
H 8.53685 1.72497 0.66714 0.0000
H 9.04585 0.64863 -0.45171 0.0000
H 6.74725 0.30606 1.35460 0.0000
H 8.32630 -0.50551 1.50575 0.0000
H 6.63779 -1.99877 0.37193 -0.0001
H 7.98009 -1.62099 -0.69442 -0.0001
C -2.60887 4.71702 1.19334 0.0103
C -2.36746 4.26789 -0.25275 0.0314
C -1.01524 4.78413 -0.75706 0.0101
C -3.50559 4.73440 -1.16444 0.0084
C -2.32275 2.78132 -0.27031 0.1438
N -2.28675 1.63462 -0.28578 -0.1937
H -2.60237 5.80722 1.21761 0.0007
H -1.82682 4.35084 1.85952 -0.0010
H -3.57409 4.37135 1.56389 -0.0011
H -1.02451 5.87391 -0.71522 0.0012
H -0.82989 4.47992 -1.78728 -0.0008
H -0.20049 4.42548 -0.12769 -0.0024
H -3.57787 5.82031 -1.09470 0.0009
H -4.46187 4.31109 -0.85651 -0.0007
H -3.32112 4.46853 -2.20511 -0.0006
N -1.02386 -0.10385 2.01254 0.0189
C 0.10203 0.71137 2.37029 -0.0057
C 0.64561 1.59226 1.44244 0.0153
C 1.73548 2.38493 1.78237 0.0016
C 2.30978 2.28626 3.04295 0.0007
C 1.78697 1.38315 3.95898 -0.0006
C 0.68980 0.60198 3.62608 0.0007
H -1.06552 -0.95052 2.56920 0.0147
H -1.90106 0.36284 2.23249 0.0071
H 0.22258 1.62354 0.44952 -0.0045
H 2.14881 3.07261 1.05352 0.0002
H 3.15388 2.90789 3.31194 0.0000
H 2.22215 1.29340 4.94599 0.0000
H 0.27454 -0.09187 4.34786 0.0004
```

- What is the formula in the first record?
  C4H10N2O